Formula: C4H4LiO5Zn
Source: the OMol25 dataset
Level of theory: ωB97M-V/def2-TZVPD

Each line ends with the Mulliken spin population.
Geometry (Å):
O 1.01994 0.50784 -1.98902  0.00
O 0.97135 -0.09917 0.11211  0.00
C 0.31185 -0.83180 1.18201  0.00
C 1.42445 -1.32920 2.09954  0.00
O 2.39958 -2.00144 1.40653  0.00
C 0.35064 0.31908 -0.99294  0.01
H -0.38727 -0.14711 1.68147  0.00
H -0.23247 -1.68055 0.74610  0.00
H 0.91095 -1.95026 2.86876  0.00
H 1.82260 -0.44403 2.64725  0.00
O -1.76023 1.34355 -0.52872  -0.05
O -1.79611 -0.64528 -1.47301  -0.05
C -1.15970 0.33414 -0.99288  0.15
Li 2.71317 -1.24830 -0.18220  0.00
Zn -3.39359 0.37565 -0.99343  0.93

The expectation value of S² is 0.752. Its multiplicity is 2. The LUMO energy (spin up / spin down) comes out at -0.07 / -1.38 eV.


Formula: C4H4N2
Source: the OMol25 dataset
Level of theory: ωB97M-V/def2-TZVPD

Each line ends with the Löwdin charge.
Geometry (Å):
N 0.97439 1.11452 -0.52435  0.06
C 0.30712 -0.06756 -0.12647  -0.36
C -0.96104 0.00460 0.54767  -0.10
C -2.04478 0.16390 1.06111  0.13
C 0.76234 -1.32469 -0.64447  -0.34
N 1.12586 -2.36893 -1.06406  0.15
H 0.62538 1.49285 -1.40402  0.10
H 0.91897 1.84150 0.18038  0.09
H 1.32560 -1.17428 0.44437  0.24
H -3.02303 0.28260 1.48261  0.03

Its multiplicity is 1. The LUMO energy (spin up / spin down) comes out at -0.11 / -0.11 eV.


Formula: C4H4N2
Source: the OMol25 dataset
Level of theory: ωB97M-V/def2-TZVPD

Each line ends with the Löwdin charge.
Geometry (Å):
C -0.03243 -0.18380 -1.03523  -0.05
C 0.93041 -0.46883 -0.14850  -0.05
C 0.74489 0.51308 0.93943  -0.17
N -0.35515 0.98229 1.42481  -0.01
N -1.45079 0.32287 0.95625  -0.01
C -1.27602 -0.13008 -0.23974  -0.17
H 0.03493 -0.15631 -2.12515  0.11
H 1.77256 -1.15594 -0.25781  0.11
H 1.56766 1.20504 0.99957  0.11
H -1.95049 -0.92888 -0.49683  0.11

Its SMILES is c1ccnnc1. Its multiplicity is 1. The LUMO energy comes out at 0.16 eV.


Formula: C4H4N2
Source: the OMol25 dataset
Level of theory: ωB97M-V/def2-TZVPD

Each line ends with the Löwdin charge.
Geometry (Å):
N -0.30464 0.99662 1.02221  0.08
C -1.22867 0.30333 0.48425  -0.23
C -1.00596 -0.39517 -0.75134  -0.11
C -0.84998 -0.97723 -1.79387  0.15
C 3.22338 -0.64021 0.11111  -0.12
N 2.28196 0.02725 0.31552  0.02
H 1.42150 0.54351 0.52136  -0.01
H -0.62190 1.42933 1.88878  0.07
H -2.22652 0.20077 0.92076  0.12
H -0.68917 -1.48819 -2.71879  0.04

Its multiplicity is 1. The LUMO energy comes out at -0.19 eV.


Formula: C4H4N2
Source: the OMol25 dataset
Level of theory: ωB97M-V/def2-TZVPD

Each line ends with the Löwdin charge.
Geometry (Å):
C -0.73612 -0.71550 1.22305  -0.14
N 0.28942 -1.02322 0.46792  0.08
N 0.58600 -0.73046 -1.85414  0.16
C 0.41947 -0.21610 -0.71659  -0.49
C 0.09499 1.01921 1.16370  0.18
C 0.41376 1.12675 -0.13666  -0.13
H 0.71838 -0.02438 -2.57584  0.06
H -0.76464 -1.13588 2.22244  0.10
H -1.68801 -0.36292 0.82393  0.11
H 0.66675 2.06249 -0.61779  0.10

Its multiplicity is 1. The LUMO energy comes out at -0.90 eV.


Formula: C4H4N2
Source: the OMol25 dataset
Level of theory: ωB97M-V/def2-TZVPD

Each line ends with the Löwdin charge.
Geometry (Å):
N 1.42738 -0.64192 0.14274  0.04
C 0.00777 -0.36518 0.31829  -0.39
C -0.38087 1.01643 -0.04932  -0.10
C -0.63646 2.14721 -0.39846  0.12
C -0.86452 -1.39762 -0.18627  -0.32
N -1.61686 -2.25315 -0.38324  0.14
H 1.72527 -0.54936 -0.83654  0.10
H 2.00307 0.00594 0.67253  0.08
H -0.77188 -1.12014 1.39013  0.29
H -0.89290 3.15778 -0.66986  0.04

Its multiplicity is 1. The LUMO energy comes out at 0.14 eV.


Formula: C4H4N2
Source: the OMol25 dataset
Level of theory: ωB97M-V/def2-TZVPD

Each line ends with the Löwdin charge.
Geometry (Å):
N 1.24658 0.96352 0.30734  0.05
C 0.15784 0.19073 -0.19658  -0.40
C -1.00022 -0.13385 0.55461  -0.12
C -1.96741 -0.37756 1.23268  0.11
C 0.32935 -0.37860 -1.38512  -0.19
N 0.59529 -1.02928 -2.38833  0.20
H 1.14343 1.93953 0.06235  0.08
H 1.30659 0.87663 1.31552  0.08
H 1.03249 -1.49428 -1.37692  0.18
H -2.84727 -0.54736 1.80797  0.02

Its multiplicity is 1. The LUMO energy comes out at 0.64 eV.


Formula: C4H4N2
Source: the OMol25 dataset
Level of theory: ωB97M-V/def2-TZVPD

Each line ends with the Löwdin charge.
Geometry (Å):
C 0.24310 1.61245 -0.12404  -0.13
C 0.24177 0.59760 0.80026  -0.09
C -0.54367 -0.04065 -1.28205  -0.11
C -0.24447 -1.76821 0.01697  0.15
N -0.12584 1.21504 -1.37102  0.00
N -0.22410 -0.46647 0.08971  -0.16
H 0.66213 2.52034 0.00941  0.07
H 0.46285 0.77763 1.83749  0.10
H -0.51735 -2.15984 -0.92000  0.06
H 0.04558 -2.28788 0.94326  0.11

Its multiplicity is 1. The LUMO energy comes out at -1.15 eV.


Formula: C4H4N2O
Source: the OMol25 dataset
Level of theory: ωB97M-V/def2-TZVPD

Each line ends with the Löwdin charge.
Geometry (Å):
C -1.32004 -1.36611 0.11095  -0.25
C -1.43090 1.89039 -0.43901  -0.09
C 2.03815 -0.27431 -0.15216  0.01
C -0.08399 -0.88044 0.50501  -0.19
N -2.36619 -1.74631 -0.19017  0.14
N -0.76544 2.50133 0.25637  0.07
O 0.87968 -0.76663 -0.36399  -0.04
H 2.71711 -0.25926 -0.98269  0.08
H 2.32188 0.12171 0.81148  0.09
H -2.03847 1.30564 -1.07702  0.05
H 0.04821 -0.52602 1.52124  0.13

Its multiplicity is 1. The LUMO energy (spin up / spin down) comes out at -0.68 / -0.12 eV.


Formula: C4H4N2O
Source: the OMol25 dataset
Level of theory: ωB97M-V/def2-TZVPD

Each line ends with the Löwdin charge.
Geometry (Å):
C 0.08497 0.77864 1.29441  -0.18
N -0.74691 1.40314 0.48328  0.15
C -0.75758 0.65971 -0.62324  -0.46
O -1.35043 0.46232 -1.77426  0.09
C 0.14803 -0.09696 -1.40184  -0.06
C 0.03243 -0.99263 -0.28597  -0.10
N 0.50769 -0.45012 0.94307  0.04
H 0.42159 1.21720 2.22705  0.13
H 0.83289 0.20039 -2.18559  0.13
H -0.23505 -2.04645 -0.27911  0.11
H 1.06424 -1.00534 1.57590  0.14

Its SMILES is C1=N[C@@]23O[C@@H]2[C@H]3N1. Its multiplicity is 1. The LUMO energy comes out at 0.74 eV.


Formula: C4H4N2O
Source: the OMol25 dataset
Level of theory: ωB97M-V/def2-TZVPD

Each line ends with the Löwdin charge.
Geometry (Å):
N 3.18652 -0.30308 -0.22300  0.15
C 2.07969 -0.05840 -0.04216  -0.21
C 0.69916 0.12866 0.05407  -0.19
C 0.02590 1.25460 0.02870  -0.11
O -1.30318 1.23817 0.22622  -0.06
N -1.70302 -0.13741 0.16281  0.03
C -0.44558 -0.96998 0.20896  -0.08
H 0.35078 2.31639 -0.21078  0.17
H -2.01885 -0.10997 -0.73724  0.07
H -0.52246 -1.80208 -0.54306  0.13
H -0.34896 -1.55690 1.07549  0.08

Its SMILES is N#CC1=CONC1. Its multiplicity is 1. The LUMO energy comes out at 0.58 eV.


Formula: C4H4N2O
Source: the OMol25 dataset
Level of theory: ωB97M-V/def2-TZVPD

Each line ends with the Löwdin charge.
Geometry (Å):
H 0.94559 2.45355 -0.53767  0.05
N 0.62890 1.50105 -0.38804  0.12
C -0.45851 1.44389 0.25712  -0.28
N -1.09084 0.18306 0.37713  0.00
C -0.58669 -0.84094 1.27828  0.05
C -0.06861 -0.91144 0.10883  -0.13
C 0.66839 -1.47819 -1.02007  -0.23
O 0.45883 -1.16620 -2.16700  0.07
H -1.03798 2.29521 0.62756  0.12
H -0.88091 -1.24639 2.22995  0.11
H 1.43914 -2.22529 -0.75002  0.12

Its SMILES is [H]/N=C/N1C=C1C=O. Its multiplicity is 1. The LUMO energy comes out at -0.16 eV.